1.
Formula: C3H5O3S
Source: the Open Molecules 2025 dataset
Level of theory: ωB97M-V/def2-TZVPD

CARTESIAN COORDINATES (ANGSTROEM)
C 2.21332 0.41168 -0.00791
C -1.79311 0.60100 -0.26867
C -1.02250 -0.60193 0.23121
O 3.20497 1.13106 -0.11965
O 2.34838 -1.01268 0.28249
O 1.03425 0.77639 -0.09588
S -1.08534 -2.10622 -0.43805
H -1.08756 1.33528 -0.90835
H -1.91677 1.12354 0.73640
H -2.65495 0.27080 -0.80695
H -0.60868 -0.52843 1.24436
H 1.36797 -1.40048 0.15100

Calculated values
* <S²>: 2.006
* relative energy (zero: lowest compared OMol25 entry of this formula, charge and spin): 39.89 kcal per mole
* Kohn-Sham gap (alpha / beta): 6.0096 / 5.0515 eV
* spin multiplicity: 3
* charge: -1
* HOMO energy (alpha / beta): -2.824 / -4.125 eV
* lowest unoccupied orbital energy (alpha / beta): 0.11707 / 0.03403 Eh

***

2.
Formula: C23H26N4O2
Source: the Open Molecules 2025 dataset
Level of theory: ωB97M-V/def2-TZVPD

CARTESIAN COORDINATES (ANGSTROEM)
C -3.83623 -4.02496 -1.50189
N -2.99421 -3.01346 -0.93356
C -2.78724 -1.76131 -1.38827
C -1.88699 -1.15639 -0.53704
C -1.60382 -2.15435 0.42811
N -2.29625 -3.25743 0.16696
C -0.72444 -2.06519 1.58938
C 0.53172 -1.48471 1.47765
C 1.35277 -1.34700 2.58551
C 0.91674 -1.79831 3.83272
C -0.31742 -2.43010 3.93347
C -1.12809 -2.56517 2.82615
H -2.08753 -3.05002 2.90722
H -0.62193 -2.79732 4.90070
O 1.67251 -1.64318 4.97071
C 2.72810 -0.72418 4.81294
C 3.45941 -0.97984 3.49544
H 4.29666 -0.29215 3.36551
O 2.58871 -0.76373 2.40912
H 3.82650 -2.01544 3.48221
H 3.39179 -0.86181 5.66796
H 2.33508 0.30268 4.81277
H 0.90448 -1.15989 0.52033
C -1.39828 0.25859 -0.59309
N -0.72081 0.52950 -1.85947
C 0.68186 0.89179 -1.71074
C 0.91166 2.13058 -0.86605
N 0.40377 3.28343 -1.28752
C 0.56131 4.36505 -0.54601
C 1.23768 4.37382 0.66198
C 1.77365 3.17606 1.10970
C 1.60752 2.03846 0.34073
H 2.01561 1.09478 0.67062
H 2.31235 3.12897 2.04591
H 1.34253 5.28454 1.23132
H 0.12187 5.26939 -0.94928
C 1.34881 1.00487 -3.08934
C 0.58342 1.93988 -4.01460
C -0.85250 1.44568 -4.12135
C -1.47575 1.41087 -2.73133
H -2.49336 1.01536 -2.79408
H -1.52382 2.43593 -2.33037
H -1.44031 2.10092 -4.76644
H -0.86396 0.43939 -4.54577
H 0.58924 2.94769 -3.59874
H 1.05838 1.96225 -4.99768
H 1.37439 0.00626 -3.53096
H 2.37687 1.34833 -2.95579
H 1.16064 0.05240 -1.18960
H -2.25561 0.93585 -0.47351
H -0.73474 0.43827 0.25679
H -3.27501 -1.39460 -2.26851
H -3.51224 -4.27236 -2.51480
H -4.87503 -3.68975 -1.53385
H -3.76047 -4.90896 -0.87231

Calculated values
* relative energy (zero: lowest compared OMol25 entry of this formula, charge and spin): 71.02 kcal per mole
* Kohn-Sham gap: 8.5960 eV
* spin multiplicity: 1
* SMILES string: Cn1cc(CN2CCCC[C@H]2c2ccccn2)c(-c2ccc3c(c2)OCCO3)n1
* HOMO energy: -7.867 eV
* lowest unoccupied orbital energy: 0.02678 Eh

***

3.
Formula: C21H20Cl5OV
Source: the Open Molecules 2025 dataset
Level of theory: ωB97M-V/def2-TZVPD

CARTESIAN COORDINATES (ANGSTROEM)
V -0.03079 0.70399 0.75065
C 2.07536 0.72307 1.90673
C 2.34024 -0.15082 0.81204
C 2.13755 0.57082 -0.40058
H 2.72756 -1.16424 0.87666
C 1.68657 1.89230 -0.06516
C 1.64153 1.98389 1.37814
H 1.44090 2.87740 1.96633
H 2.28841 0.53426 2.95444
H 2.50106 0.26749 -1.37883
H 1.56132 2.70955 -0.77124
C -2.19870 0.86246 1.35583
C -1.42257 1.99446 1.78945
C -0.96544 2.67902 0.61859
H -1.30520 2.34892 2.81069
C -1.38069 1.93603 -0.53249
C -2.14102 0.80552 -0.07296
H -2.68328 0.12355 -0.72199
H -2.77262 0.20858 2.00255
H -0.47427 3.64943 0.60120
H -1.30545 2.27285 -1.56109
O 0.06269 -0.50402 -1.93272
C -0.06808 -0.05488 -3.32659
C 0.64813 -1.31100 -3.86237
C 0.68070 1.23442 -3.54131
C -1.53575 0.02700 -3.67493
C 0.72422 -1.71852 -2.40538
H 1.61635 -1.12718 -4.32195
H 0.03029 -1.96067 -4.47836
H 0.10900 -2.58398 -2.15324
H 1.73888 -1.78308 -1.99514
H 0.55676 1.54928 -4.58433
H 1.74671 1.09801 -3.32349
H 0.28943 2.02607 -2.88463
H -1.64557 0.04166 -4.76504
H -1.96859 0.94267 -3.25197
H -2.06941 -0.83794 -3.26286
Cl -0.67436 -1.94276 0.33009
C -0.56006 -1.96479 2.07400
C -0.25306 -0.74796 2.62126
C -0.10584 -0.61359 3.98295
Cl 0.18100 0.93744 4.67806
C -0.19364 -1.76890 4.81502
Cl 0.12589 -1.62744 6.48640
C -0.51943 -3.02284 4.24753
Cl -0.66580 -4.39961 5.24011
C -0.74030 -3.12605 2.84870
Cl -1.23063 -4.58990 2.12123

Calculated values
* <S²>: 0.930
* relative energy (zero: lowest compared OMol25 entry of this formula, charge and spin): 0.00 kcal per mole
* Kohn-Sham gap (alpha / beta): 4.9986 / 4.5815 eV
* spin multiplicity: 2
* charge: -1
* HOMO energy (alpha / beta): -2.289 / -1.876 eV
* lowest unoccupied orbital energy (alpha / beta): 0.09959 / 0.09943 Eh

***

4.
Formula: C16H20NOPrS
Source: the Open Molecules 2025 dataset
Level of theory: ωB97M-V/def2-TZVPD

CARTESIAN COORDINATES (ANGSTROEM)
Pr -0.88215 0.42293 0.13813
C -2.79120 -0.92138 1.44864
C -2.31402 -1.76895 0.43060
C -1.00328 -2.17617 0.79286
H -2.81641 -1.92712 -0.50198
C -0.64113 -1.47769 1.98956
C -1.74594 -0.66262 2.36601
H -1.73748 0.04989 3.16627
H -3.83770 -0.62009 1.52905
H -0.38586 -2.86294 0.24551
H 0.30921 -1.55019 2.48811
C -0.79227 3.01057 0.17454
C -0.95101 2.67686 1.54615
C 0.21428 2.00145 1.97624
H -1.77022 2.89853 2.21344
C 1.12854 1.97736 0.90183
C 0.50388 2.61073 -0.21796
H 0.87973 2.62233 -1.22612
H -1.54076 3.37629 -0.50602
H 0.31193 1.53494 2.93417
H 2.09804 1.52536 0.92219
O 0.67831 -0.43355 -1.33272
C 2.07470 -0.98618 -1.41470
C 1.69680 -1.94171 -2.59184
C 2.47615 -1.64421 -0.10329
C 2.98707 0.17382 -1.78295
C 0.33736 -1.26304 -2.56006
H 1.65219 -3.01169 -2.28613
H 2.26819 -1.76676 -3.52587
H 0.09166 -0.57739 -3.37866
H -0.51655 -1.89304 -2.29235
H 3.48581 -2.07525 -0.15762
H 1.78328 -2.43361 0.20710
H 2.50102 -0.91259 0.71922
H 3.87971 -0.15118 -2.34229
H 3.29311 0.70061 -0.86611
H 2.42505 0.90697 -2.37470
S -3.45154 1.65589 0.12112
C -4.48291 2.22857 1.28494
N -5.41559 2.68421 1.86570

Calculated values
* <S²>: 2.008
* Kohn-Sham gap (alpha / beta): 2.3280 / 2.3208 eV
* spin multiplicity: 3
* charge: -2
* HOMO energy (alpha / beta): 2.365 / 2.403 eV
* lowest unoccupied orbital energy (alpha / beta): 0.17248 / 0.17358 Eh

***

no.,electronic energy (eV)
1,-20168.2286
2,-34327.7177
3,-112446.8058
4,-45354.4484